[1]
C18H26O16Rb2 as an isolated structure, computed with the ωB97M-V functional and the def2-TZVPD basis.

Results
- gap between HOMO and LUMO (Eh) = 0.1889
- total energy (Ha) = -1953.341323

Structure (ORCA input):
```
! RIJCOSX wB97M-V def2-TZVPD def2/J DEFGRID3
* xyz 0 1
Rb 24.54 11.20 -26.09
Rb 21.89 4.13 -26.01
C 25.62 8.77 -27.94
C 24.28 8.30 -27.60
C 24.04 6.69 -27.33
O 22.92 6.34 -27.42
C 25.28 5.90 -27.14
C 26.49 6.38 -27.48
C 26.62 7.83 -27.88
O 27.77 8.46 -28.16
O 27.36 5.44 -27.45
O 23.34 9.06 -27.60
H 25.84 9.77 -28.29
H 25.17 4.87 -26.84
C 18.43 1.42 -28.38
O 18.55 2.64 -29.04
C 19.77 3.28 -28.92
O 20.88 2.86 -28.56
O 19.60 4.48 -29.57
C 20.65 5.46 -29.62
H 17.55 0.82 -28.64
H 18.66 1.59 -27.33
H 19.27 0.80 -28.68
H 20.12 6.40 -29.82
H 21.48 5.20 -30.26
H 21.09 5.66 -28.64
C 24.90 -0.09 -28.61
O 25.96 -0.47 -27.83
C 26.44 0.27 -26.83
O 27.35 -0.05 -26.10
O 25.83 1.41 -26.73
C 26.18 2.36 -25.77
H 24.54 -1.03 -29.04
H 25.23 0.60 -29.39
H 24.09 0.24 -27.96
H 27.09 2.20 -25.20
H 25.49 2.78 -25.04
H 26.51 3.27 -26.28
C 24.39 3.66 -29.91
O 24.58 2.42 -30.49
C 24.57 2.28 -31.82
O 24.51 3.22 -32.68
O 24.61 0.87 -32.04
C 25.25 0.30 -33.17
H 24.99 3.78 -29.01
H 23.31 3.73 -29.77
H 24.75 4.56 -30.41
H 24.95 -0.75 -33.27
H 26.33 0.40 -33.16
H 24.93 0.88 -34.03
C 17.44 11.08 -28.16
O 18.78 11.14 -28.72
C 19.35 10.01 -29.15
O 18.92 8.90 -28.92
O 20.49 10.31 -29.84
C 21.32 9.24 -30.37
H 16.77 10.87 -28.99
H 17.17 12.11 -27.93
H 17.28 10.60 -27.19
H 22.35 9.61 -30.38
H 21.10 9.00 -31.41
H 21.30 8.44 -29.62
*
```

***

[2]
C18H27BBr3Cl2F3KMgN3O11 as an isolated structure, computed with the ωB97M-V functional and the def2-TZVPD basis.

Results
- gap between HOMO and LUMO (Eh) = 0.0455
- total energy (Ha) = -11460.525517

Structure (ORCA input):
```
! RIJCOSX wB97M-V def2-TZVPD def2/J DEFGRID3
* xyz 0 1
C -1.27 1.73 -0.64
C -0.41 2.27 0.56
Cl -0.59 4.13 0.41
C -1.00 1.87 1.98
Cl -0.74 3.26 3.18
C -0.48 0.48 2.61
C 0.94 -0.07 2.08
C 0.89 -0.81 0.71
C -0.43 -1.64 0.46
C -1.72 -1.15 1.18
N -1.50 -0.63 2.55
H -1.13 0.65 -0.81
H -2.31 2.05 -0.48
H -0.89 2.28 -1.52
H 0.66 2.09 0.42
H -2.10 1.76 1.84
H -0.33 0.67 3.76
H 1.67 0.83 1.98
H 1.39 -0.72 2.91
H 1.05 -0.05 -0.08
H 1.74 -1.53 0.69
H -0.23 -2.74 0.62
H -0.64 -1.55 -0.63
H -2.33 -0.45 0.57
H -2.37 -2.04 1.29
H -1.22 -1.36 3.22
H -2.39 -0.25 2.92
F 0.84 -3.71 1.76
Mg -2.00 6.26 -0.56
O 1.31 1.63 -3.42
C 1.86 0.56 -3.45
O 1.27 -0.59 -3.05
C 2.24 -1.67 -3.10
C 3.29 -1.20 -4.08
C 3.28 0.30 -3.87
H 2.64 -1.82 -2.10
H 1.75 -2.58 -3.43
H 4.26 -1.66 -3.91
H 2.98 -1.44 -5.10
H 3.95 0.61 -3.06
H 3.52 0.84 -4.79
B 5.06 -5.01 -0.74
O 4.19 -5.76 0.18
C 4.09 -7.01 -0.29
O 3.45 -7.88 0.23
C 4.89 -7.13 -1.54
O 5.01 -8.11 -2.21
O 5.46 -5.95 -1.80
O 4.36 -3.84 -1.31
C 5.04 -2.76 -0.98
O 4.74 -1.63 -1.29
C 6.23 -3.15 -0.17
O 7.05 -2.40 0.29
O 6.24 -4.47 -0.03
C -5.82 -0.93 0.70
O -5.26 -1.92 0.26
N -5.25 -0.13 1.65
N -7.05 -0.53 0.27
H -5.68 0.69 2.02
H -4.35 -0.40 1.98
H -7.50 -1.09 -0.43
H -7.53 0.28 0.62
F -4.72 -1.62 3.52
C -4.65 10.38 1.19
Br -4.35 8.69 2.08
Br -3.91 10.37 -0.60
Br -6.51 10.86 1.20
H -4.12 11.14 1.75
K 0.81 1.81 4.04
F -5.40 12.88 -0.21
*
```

***

[3]
C18H27BrNO4P2Y as an isolated structure, computed with the ωB97M-V functional and the def2-TZVPD basis.

Results
- gap between HOMO and LUMO (Eh) = 0.2610
- total energy (Ha) = -4352.459585

Structure (ORCA input):
```
! RIJCOSX wB97M-V def2-TZVPD def2/J DEFGRID3
* xyz 2 1
Y 0.21 0.95 0.08
P 2.54 -0.90 0.55
C 2.40 -1.13 -1.31
C 1.06 -1.42 -1.94
N -0.05 -0.75 -1.51
C -1.24 -1.08 -2.09
C -1.34 -2.02 -3.10
C -0.19 -2.56 -3.63
C 1.03 -2.25 -3.05
C -2.51 -0.44 -1.61
P -2.47 1.21 -0.75
H 1.97 -2.64 -3.45
H -2.33 -2.32 -3.47
H -0.23 -3.22 -4.49
H -3.14 -0.30 -2.50
H -3.02 -1.11 -0.91
H 2.82 -0.21 -1.75
H 3.05 -1.99 -1.49
H 0.86 3.75 -2.01
O 1.18 2.81 -1.99
H 2.00 2.81 -2.49
H -0.44 4.47 0.08
O -0.57 4.17 -0.84
H -0.92 4.96 -1.26
C -2.95 2.15 -2.22
H -3.99 1.92 -2.49
H -2.84 3.22 -2.01
H -2.28 1.88 -3.03
C -4.13 1.07 0.01
H -4.26 1.89 0.73
H -4.94 1.13 -0.75
H -4.20 0.12 0.54
C 2.60 -2.66 0.96
H 3.56 -3.07 0.66
H 2.46 -2.77 2.04
H 1.80 -3.17 0.45
C 4.36 -0.65 0.67
H 4.59 -0.38 1.71
H 4.90 -1.59 0.41
H 4.67 0.15 -0.01
Br -1.16 2.39 3.71
C -0.82 0.85 4.80
C -0.86 1.04 6.18
C -0.81 -0.05 7.06
C -0.75 -1.35 6.57
C -0.68 -1.57 5.19
C -0.64 -0.48 4.29
C -0.44 -0.83 2.84
O -0.56 -2.00 2.47
O -0.11 0.19 2.04
H -0.97 2.04 6.57
H -0.86 0.14 8.12
H -0.76 -2.22 7.24
H -0.66 -2.58 4.80
*
```

***

[4]
A 3-piece molecular cluster, C18H27ClF2IN2O4 overall, computed with the ωB97M-V functional and the def2-TZVPD basis.

Results
- gap between HOMO and LUMO (Eh) = 0.2933
- total energy (Ha) = -2069.707779

Structure (ORCA input):
```
! RIJCOSX wB97M-V def2-TZVPD def2/J DEFGRID3
* xyz 1 1
C 2.64 -2.36 1.06
C 1.23 -1.57 0.81
C 1.62 -0.16 0.14
C 0.33 -2.54 -0.10
C -0.47 -1.83 -1.29
C -1.50 -0.70 -0.85
N -2.38 -0.53 0.28
C -2.51 -1.49 1.41
C -3.97 -1.58 2.06
F -1.60 -1.10 2.46
C -3.03 0.75 0.01
Cl -4.22 1.60 1.07
C -2.60 1.40 -1.34
I -3.32 3.25 -2.21
N -1.63 0.41 -1.80
F -0.96 0.57 -2.97
H 3.14 -2.02 2.03
H 3.33 -2.28 0.14
H 2.40 -3.49 1.17
H 0.78 -1.45 1.89
H 2.38 0.34 0.86
H 2.15 -0.27 -0.86
H 0.71 0.55 0.13
H -0.32 -3.18 0.60
H 1.06 -3.29 -0.61
H 0.30 -1.32 -2.00
H -1.05 -2.57 -1.96
H -2.28 -2.54 0.98
H -4.73 -1.14 1.31
H -4.17 -2.67 2.33
H -4.03 -0.87 2.98
O 2.67 0.57 3.30
C 2.06 0.15 4.25
O 1.01 -0.71 4.16
C 0.45 -0.92 5.46
C 1.56 -0.56 6.43
C 2.30 0.53 5.68
H -0.43 -0.27 5.58
H 0.14 -1.96 5.57
H 1.19 -0.25 7.41
H 2.21 -1.42 6.57
H 1.87 1.52 5.87
H 3.37 0.52 5.92
O 0.10 2.90 -8.76
C 0.10 2.87 -7.56
O -0.92 2.38 -6.81
C -0.64 2.60 -5.42
C 0.86 2.76 -5.34
C 1.19 3.40 -6.67
H -1.18 3.49 -5.10
H -0.99 1.74 -4.84
H 1.18 3.34 -4.48
H 1.33 1.77 -5.28
H 1.11 4.49 -6.62
H 2.17 3.10 -7.03
*
```

***

Look up the total energy of the third one.
-4352.459585 Ha